Here is a structure of composition C16H30N2OP2Zr in a non-equilibrium geometry from OMol25. Energies are from ωB97M-V/def2-TZVPD.

Highest occupied orbital energy ... -5.43 eV
2S+1 ... 1
Charge ... 0
Kohn-Sham gap ... 4.7 eV

Last column: Mulliken charge in e.
Atoms and positions in Å:
Zr1 -0.02 -0.11 0.46  0.534
P1 2.61 0.73 0.17  1.168
P2 -2.16 -1.71 0.17  1.453
O1 -0.03 1.09 2.32  -0.734
N1 2.04 -2.82 0.91  -0.753
N2 -0.28 0.73 -1.27  -0.734
C1 3.91 -0.06 1.18  -1.284
C2 -0.74 0.82 -5.36  -0.354
C3 -0.04 -0.25 -4.79  -0.730
C4 -2.90 -2.27 -1.39  -1.330
C5 3.24 0.56 -1.53  -1.239
C6 -1.21 1.77 -3.19  -0.508
C7 -0.03 1.04 3.60  0.828
C8 1.14 -2.08 0.71  0.350
C9 -0.44 0.73 -2.59  0.025
C10 2.85 2.50 0.54  -1.249
C11 -1.34 1.81 -4.57  -0.466
C12 0.10 -0.31 -3.41  0.121
C13 -3.47 -0.63 0.86  -1.301
C14 -1.22 1.52 4.37  -1.277
C15 -2.30 -3.08 1.36  -1.377
C16 1.10 0.42 4.29  -0.916
H1 3.69 0.10 2.25  0.295
H2 -3.88 -2.73 -1.19  0.394
H3 3.35 -0.51 -1.76  0.296
H4 2.44 2.73 1.53  0.249
H5 -2.15 1.60 3.76  0.308
H6 4.21 1.07 -1.57  0.433
H7 -1.90 2.63 -5.01  0.353
H8 0.40 -1.03 -5.40  0.352
H9 -1.64 2.50 -2.50  0.370
H10 -2.20 -2.94 -1.89  0.392
H11 -0.84 0.87 -6.45  0.333
H12 2.53 1.02 -2.23  0.299
H13 -1.46 0.84 5.21  0.394
H14 0.73 -0.01 5.23  0.396
H15 -3.19 -0.15 1.80  0.134
H16 -3.28 -3.52 1.15  0.421
H17 -1.49 -3.80 1.23  0.373
H18 1.83 1.21 4.52  0.308
H19 -4.35 -1.24 1.05  0.443
H20 -3.76 0.15 0.15  0.328
H21 1.62 -0.29 3.64  0.212
H22 3.93 2.70 0.50  0.407
H23 -3.03 -1.39 -2.03  0.349
H24 2.32 3.10 -0.22  0.335
H25 -0.84 -1.31 -0.74  -0.207
H26 0.64 -1.13 -2.91  0.360
H27 -2.24 -2.71 2.39  0.318
H28 4.86 0.42 0.91  0.443
H29 -1.05 2.54 4.76  0.318
H30 3.92 -1.13 0.96  0.367

***

Here is an isolated molecule of C3H4NP in a non-equilibrium geometry from OMol25. Energies are from ωB97M-V/def2-TZVPD.

Highest occupied orbital energy ... -10.33 eV
2S+1 ... 1
Charge ... 0
SMILES ... [H]/P=C/CC#N
Energy above the lowest of the compared OMol25 structures with the same formula, charge and spin ... 16.1 kcal per mole
Kohn-Sham gap ... 10.1 eV

Last column: Mulliken charge in e.
Atoms and positions in Å:
P1 2.12 -0.64 0.13  -0.122
N1 -2.82 -0.46 -0.32  -0.373
C1 0.70 0.00 -0.40  -0.178
C2 -1.82 -0.23 0.19  0.165
C3 -0.49 0.28 0.59  -0.400
H1 -0.40 -0.02 1.67  0.313
H2 2.85 -0.56 -1.11  0.020
H3 0.62 0.28 -1.44  0.333
H4 -0.77 1.33 0.69  0.242

***

Here is a cluster of 2 separate species, C2H2ClF in total in a non-equilibrium geometry from OMol25. Energies are from ωB97M-V/def2-TZVPD.

Highest occupied orbital energy (alpha / beta) ... -10.14 / -9.92 eV
2S+1 ... 1
Charge ... 0
Energy above the lowest of the compared OMol25 structures with the same formula, charge and spin ... 83.1 kcal per mole
Kohn-Sham gap (alpha / beta) ... 8.5 / 7.4 eV

Last column: Mulliken charge in e.
Atoms and positions in Å:
Cl1 2.53 0.97 -0.70  -0.373
F1 -0.43 -0.17 -1.76  -0.080
C1 -0.53 -0.14 0.70  -0.376
C2 -0.07 -0.08 -0.56  0.297
H1 -0.12 0.29 1.60  0.298
H2 -1.39 -0.86 0.73  0.234

***

Here is an isolated molecule of C4H9NO2 in a non-equilibrium geometry from OMol25. Energies are from ωB97M-V/def2-TZVPD.

Highest occupied orbital energy ... -9.57 eV
2S+1 ... 1
Charge ... 0
SMILES ... C[C@@H](O)CC(N)=O
Energy above the lowest of the compared OMol25 structures with the same formula, charge and spin ... 34.8 kcal per mole
Kohn-Sham gap ... 10.3 eV

Last column: Mulliken charge in e.
Atoms and positions in Å:
O1 -0.60 -2.49 0.54  -0.550
O2 1.33 -0.59 -1.42  -0.527
N1 -2.21 -0.93 1.02  -0.496
C1 0.13 -0.23 0.75  -0.840
C2 1.20 1.55 -0.46  -1.338
C3 0.44 0.19 -0.67  0.524
C4 -0.90 -1.36 0.87  0.361
H1 -0.49 0.51 -1.17  0.129
H2 -2.52 -0.20 0.42  0.243
H3 0.49 2.29 -0.07  0.367
H4 1.45 -0.22 -2.29  0.362
H5 -2.83 -1.73 0.99  0.269
H6 2.06 1.43 0.21  0.309
H7 1.52 1.96 -1.42  0.405
H8 1.06 -0.67 1.17  0.341
H9 -0.11 0.50 1.52  0.439

***

Here is an isolated molecule of C2H8N2O in a non-equilibrium geometry from OMol25. Energies are from ωB97M-V/def2-TZVPD.

Highest occupied orbital energy ... -8.83 eV
2S+1 ... 1
Charge ... 0
SMILES ... COCNN
Energy above the lowest of the compared OMol25 structures with the same formula, charge and spin ... 65.4 kcal per mole
Kohn-Sham gap ... 9.9 eV

Last column: Mulliken charge in e.
Atoms and positions in Å:
O1 0.73 -0.50 -0.26  -0.329
N1 -0.02 0.67 2.16  -0.584
N2 -0.79 -0.28 1.45  -0.222
C1 -0.62 -0.31 0.03  -0.349
C2 0.89 -0.26 -1.76  -0.692
H1 -1.25 -1.11 -0.39  0.299
H2 -0.91 0.64 -0.53  0.259
H3 0.70 0.80 -1.99  0.339
H4 0.96 0.43 2.00  0.287
H5 1.94 -0.51 -1.90  0.228
H6 0.30 -0.92 -2.39  0.291
H7 -0.17 1.62 1.80  0.235
H8 -1.76 -0.28 1.76  0.239

***

Here is an isolated molecule of C5H6O in a non-equilibrium geometry from OMol25. Energies are from ωB97M-V/def2-TZVPD.

Highest occupied orbital energy ... -9.59 eV
2S+1 ... 1
Charge ... 0
SMILES ... CC#CC(C)=O
Energy above the lowest of the compared OMol25 structures with the same formula, charge and spin ... 67.3 kcal per mole
Kohn-Sham gap ... 10.2 eV

Last column: Mulliken charge in e.
Atoms and positions in Å:
O1 0.82 -0.40 -2.22  -0.534
C1 0.19 1.20 0.64  0.153
C2 0.71 1.69 1.88  -0.919
C3 -0.94 -1.68 -1.21  -0.977
C4 0.02 -0.51 -1.32  0.513
C5 -0.09 0.49 -0.30  0.076
H1 0.11 1.44 2.78  0.245
H2 1.54 1.03 1.38  0.229
H3 -1.76 -1.51 -1.91  0.268
H4 1.20 2.65 1.98  0.315
H5 -1.36 -1.79 -0.21  0.323
H6 -0.43 -2.60 -1.50  0.307